## 1
The following is a quantum chemistry calculation of a 2-piece molecular cluster, C7H8N4 overall, from the Open Molecules 2025 dataset.

Summary:
HOMO ... -8.9 eV
Molecular weight ... 148.17 g mol⁻¹
Frontier orbital gap ... 0.32223 Ha

Bonds (Å) are listed after each position.
Atoms and positions in Å:
1 H -1.84983 -3.35291 -0.53416  N2 1.096
2 N -0.93617 -2.75732 -0.42446  H1 1.096, N3 1.253
3 N -1.04525 -1.56135 -0.78337  N2 1.253, C4 1.353
4 C 0.05070 -0.80608 -0.53894  N3 1.353, C5 1.422, C9 1.417
5 C 0.81915 -1.02212 0.63772  C4 1.422, C6 1.383, H10 1.122
6 C 1.82808 -0.19289 1.09300  C5 1.383, C7 1.385, H11 0.989
7 C 1.95664 1.04123 0.47681  C6 1.385, C8 1.415, H12 1.082
8 C 1.16435 1.29386 -0.66814  C7 1.415, C9 1.391, H13 1.175
9 C 0.27611 0.39724 -1.25319  C4 1.417, C8 1.391, H14 1.095
10 H 0.67824 -1.90454 1.31662  C5 1.122
11 H 2.34658 -0.36661 1.91697  C6 0.989
12 H 2.61601 1.71229 1.01059  C7 1.082
13 H 1.26042 2.37944 -1.10673  C8 1.175
14 H -0.22299 0.55511 -2.21484  C9 1.095
15 N -2.21654 1.81041 0.03374  C16 1.220, H18 0.968
16 C -2.42555 0.69511 0.48054  N15 1.220, N17 1.194
17 N -2.80482 -0.31423 0.99230  C16 1.194, H19 1.001
18 H -1.83868 2.04575 -0.82591  N15 0.968
19 H -3.69606 -0.74213 0.83590  N17 1.001

## 2
The following is a quantum chemistry calculation of one molecule with the formula C7H8N4, from the Open Molecules 2025 dataset.

Summary:
HOMO (alpha / beta) ... -9.4 / -9.4 eV
Molecular weight ... 148.17 g mol⁻¹
Frontier orbital gap (alpha / beta) ... 0.32449 / 0.32445 Ha

Bonds (Å) are listed after each position.
Atoms and positions in Å:
1 C 1.70293 -1.36759 0.02343  C4 1.419, N8 1.153
2 C 1.75359 0.45178 -1.34959  C4 1.419, N9 1.136
3 C -0.59941 0.70839 1.39240  C5 1.566, N10 1.424, H12 1.005, H13 1.194
4 C 1.12244 -0.09185 -0.20130  C1 1.419, C2 1.419, C5 1.458
5 C -0.31458 0.00638 0.02219  C3 1.566, C4 1.458, C6 1.589, C7 1.526
6 C -1.00193 0.97242 -1.03531  C5 1.589, H14 1.134, H15 1.071, H16 1.056
7 C -0.90148 -1.40244 0.04053  C5 1.526, H17 1.193, H18 1.066, H19 1.145
8 N 2.40722 -2.25855 0.22201  C1 1.153
9 N 2.32992 1.03821 -2.13312  C2 1.136
10 N 0.58111 1.33957 1.87701  C3 1.424, N11 1.174
11 N 1.61163 1.08545 1.37619  N10 1.174
12 H -1.34794 1.37347 1.30793  C3 1.005
13 H -0.82564 -0.19493 2.13964  C3 1.194
14 H -0.48239 1.97128 -1.17287  C6 1.134
15 H -2.02175 1.12141 -0.74545  C6 1.071
16 H -0.93607 0.48427 -1.96916  C6 1.056
17 H -0.77092 -1.91961 -1.02710  C7 1.193
18 H -1.93011 -1.38914 0.32099  C7 1.066
19 H -0.37661 -1.92853 0.91159  C7 1.145

The least stable of them is 2.

## 1
The following is a quantum chemistry calculation of a 2-piece molecular cluster, CH7NS overall, from the Open Molecules 2025 dataset.

Summary:
HOMO ... -9.2 eV
Molecular weight ... 65.14 g mol⁻¹
Frontier orbital gap ... 0.37582 Ha

Bonds (Å) are listed after each position.
Atoms and positions in Å:
1 C -0.84150 -1.82683 1.14266  N2 1.463, H3 1.090, H4 1.087, H5 1.094
2 N -1.17917 -0.40861 1.01829  C1 1.463, H6 1.012, H7 1.012
3 H -1.19227 -2.35377 0.25536  C1 1.090
4 H 0.23826 -1.93783 1.19449  C1 1.087
5 H -1.29295 -2.31722 2.00996  C1 1.094
6 H -2.18337 -0.29693 0.96846  N2 1.012
7 H -0.85715 0.10451 1.82928  N2 1.012
8 S 1.05233 1.21940 -1.08083  H9 1.336, H10 1.347
9 H 1.51107 0.37606 -2.00959  S8 1.336
10 H 0.17623 0.33850 -0.55984  S8 1.347

## 2
The following is a quantum chemistry calculation of a 2-piece molecular cluster, CH7NS overall, from the Open Molecules 2025 dataset.

Summary:
HOMO ... -9.7 eV
Molecular weight ... 65.14 g mol⁻¹
Frontier orbital gap ... 0.38616 Ha

Bonds (Å) are listed after each position.
Atoms and positions in Å:
1 C -0.20074 -0.34189 -2.07496  N2 1.474, H3 1.089, H4 1.089, H5 1.088
2 N 0.03843 0.94759 -1.40141  C1 1.474, H6 1.017, H7 1.019
3 H -0.50575 -0.20703 -3.11164  C1 1.089
4 H -1.09729 -0.77028 -1.62893  C1 1.089
5 H 0.63363 -1.03702 -2.00271  C1 1.088
6 H 0.80857 0.83239 -0.74754  N2 1.017
7 H 0.49981 1.57778 -2.05636  N2 1.019
8 S -0.04292 -0.30768 1.85296  H9 1.342, H10 1.344
9 H 1.17638 -0.67319 1.42875  S8 1.342
10 H -0.66596 0.70524 1.22661  S8 1.344

The least stable of them is 2.